Here is a 3-piece molecular cluster, C2H13N2O2 overall in a non-equilibrium geometry from the Open Molecules 2025 dataset. Energies are from wB97M-V/def2-TZVPD.

```
19
Properties=species:S:1:pos:R:3:lowdin_charge:R:1
C -0.218 1.351 -1.124 -0.1066
H -0.331 -0.652 -0.528 0.1420
H -2.458 0.404 -1.993 0.0823
O 2.239 -1.179 0.629 -0.0215
H -1.065 1.783 -0.593 0.1305
H 0.309 0.045 -2.781 0.1237
H -0.506 -0.192 5.902 0.0283
H -1.960 -0.304 -3.335 0.0845
N -1.685 -0.140 -2.375 0.0072
C -0.489 0.720 -2.454 -0.2790
H -0.085 -1.569 5.899 0.0266
H 0.624 2.038 -1.126 0.1323
O 0.002 -0.790 5.360 -0.0546
H -0.455 1.480 -3.255 0.1293
H -0.154 0.285 0.727 0.1604
H 3.015 -1.630 0.319 0.0683
N 0.200 0.167 -0.218 0.1604
H 1.793 -1.836 1.159 0.0697
H 1.226 0.021 -0.211 0.1163
```

Values from the calculation:
LUMO	-3.09	eV
charge	+1
maximum force	1.84	eV/A
HOMO energy	-0.5157	Eh
energy relative to the best compared isomer or geometry (same formula, charge and spin)	21.07	kcal/mol